# 1
{
  "formula": "C4H3NO2",
  "method": "wB97M-V/def2-TZVPD",
  "symbols": ["O", "O", "N", "C", "C", "C", "C", "H", "H", "H"],
  "positions_angstrom": [[1.85487, 0.87548, -0.03937], [-2.72301, 0.49945, -0.07370], [2.02233, -0.56453, -0.07801], [-0.23004, 0.08877, -0.19990], [0.80391, -0.95501, 0.09243], [-1.67912, -0.28864, 0.03736], [0.58995, 1.21346, 0.05699], [0.36891, -1.98686, -0.24362], [0.80958, 2.52200, 0.13232], [-1.81740, -1.40412, 0.31552]],
  "forces_ev_per_a": [[1.2, -1.4, 0.6], [5.5, -4.0, 0.6], [-0.8, 1.0, 1.0], [0.6, 0.4, 3.7], [-2.9, -1.5, -4.4], [-3.9, 3.2, -0.7], [0.5, 3.5, -1.7], [1.8, 1.3, 1.5], [-2.2, -4.1, -0.2], [0.1, 1.6, -0.4]],
  "smiles": "O=Cc1cnoc1",
  "lumo_ev": -0.474
}



# 2
{
  "formula": "C3H9N2O",
  "method": "wB97M-V/def2-TZVPD",
  "symbols": ["O", "N", "N", "C", "C", "C", "H", "H", "H", "H", "H", "H", "H", "H", "H"],
  "positions_angstrom": [[-0.09501, -0.40659, -0.21826], [0.32216, -0.05750, 2.30023], [-1.02213, -0.12078, -2.29276], [1.40189, 0.44981, -1.82917], [0.07152, -0.04849, -1.36385], [-0.73171, 0.06476, 3.17142], [0.18563, -0.22717, 1.29463], [-1.74076, -0.00949, 2.79912], [1.20497, 0.28750, 2.62920], [-1.73919, 0.48364, -1.88822], [-0.54034, 0.35475, 4.19140], [2.11127, -0.37771, -1.77586], [-1.44212, -1.04115, -2.16853], [1.34647, 0.81787, -2.84913], [1.74868, 1.22649, -1.14838]],
  "forces_ev_per_a": [[0.0, -0.2, -1.3], [0.0, 0.0, 0.2], [0.0, 0.1, -0.1], [-0.1, 0.1, -0.3], [-0.3, -0.4, 0.7], [-0.2, 0.0, 0.0], [0.4, 0.3, 1.4], [0.0, -0.1, 0.0], [0.1, -0.1, -0.2], [0.0, 0.2, -0.2], [0.0, 0.0, 0.0], [0.0, 0.0, 0.0], [0.1, -0.1, 0.0], [0.1, 0.0, 0.0], [0.0, 0.0, 0.0]],
  "s_squared": 0.753,
  "lumo_ev": [0.695, 0.687],
  "spin_multiplicity": 2
}



Calculated total energy? In order: -9776.77014, -8282.51903 eV.
ΔE to the lowest compared entry with this formula, charge and spin? In order: 4.916, 0.619 eV.